Record 1
This record from the Open Molecules 2025 dataset describes a structure of composition C46H52BFN5O7PSV in a non-equilibrium geometry. The level of theory is ωB97M-V with the def2-TZVPD basis set.

Results
LUMO (alpha / beta) = -1.8 / -1.8 eV
HOMO (alpha / beta) = -5.84 / -5.87 eV
⟨S²⟩ = 3.759
Multiplicity = 4
Max |F| = 1.23 eV/Å

XYZ file:
```
115
C46H52BFN5O7PSV | the Open Molecules 2025 dataset | ωB97M-V with the def2-TZVPD basis set
V 2.077 -1.675 -0.342
C 2.638 -3.611 -4.959
O 2.055 -2.752 -4.001
C 1.688 -1.509 -4.571
C 1.078 -0.602 -3.536
O 2.022 -0.110 -2.576
C 2.905 0.840 -3.153
H 1.926 -3.832 -5.762
H 2.904 -4.540 -4.456
H 3.539 -3.164 -5.392
H 0.954 -1.669 -5.371
H 2.583 -1.060 -5.020
H 0.300 -1.102 -2.963
H 0.607 0.241 -4.049
H 2.350 1.497 -3.829
H 3.724 0.359 -3.694
H 3.338 1.434 -2.353
C 4.826 4.615 2.929
C 4.415 4.631 1.467
N 3.598 3.470 1.100
C 4.202 2.400 0.532
C 3.614 1.213 0.226
C 4.492 0.136 -0.432
O 5.573 0.513 -0.863
O 4.025 -1.060 -0.463
C 2.229 1.082 0.552
O 1.539 0.062 0.409
C 1.544 2.255 1.128
C 0.177 2.150 1.377
C -0.469 3.216 1.920
F -1.783 3.111 2.221
C 0.194 4.417 2.212
C 1.548 4.516 1.966
C 2.242 3.425 1.413
N -0.506 5.538 2.759
C -0.238 5.828 4.153
C -0.543 7.283 4.437
N -1.990 7.535 4.075
C -2.261 7.188 2.624
C -1.907 5.732 2.425
H 5.457 5.477 3.155
H 5.390 3.711 3.161
H 3.957 4.641 3.588
H 5.289 4.611 0.820
H 3.864 5.537 1.216
H 5.253 2.519 0.294
H -0.355 1.236 1.107
H 2.046 5.454 2.173
H 0.809 5.639 4.382
H -0.839 5.190 4.825
H 0.048 7.938 3.801
H -0.415 7.554 5.483
H -2.257 8.496 4.280
H -2.575 6.929 4.655
H -1.631 7.843 2.026
H -3.311 7.398 2.433
H -2.084 5.472 1.384
H -2.580 5.110 3.031
N 2.884 -3.567 -1.153
C 2.166 -4.789 -0.968
C 2.872 -5.974 -0.782
C 2.195 -7.171 -0.649
C 0.806 -7.193 -0.721
C 0.113 -6.005 -0.876
C 0.769 -4.777 -0.970
P -0.123 -3.147 -0.999
C -1.120 -3.336 -2.529
C -2.339 -2.668 -2.653
C -3.085 -2.771 -3.820
C -2.622 -3.539 -4.880
C -1.413 -4.212 -4.765
C -0.670 -4.112 -3.595
C -1.359 -3.376 0.342
C -2.484 -4.186 0.223
C -3.347 -4.364 1.297
C -3.089 -3.729 2.504
C -1.984 -2.896 2.626
C -1.137 -2.709 1.544
H 3.885 -3.623 -1.022
H 2.696 -3.173 -2.077
H 3.955 -5.946 -0.744
H 2.751 -8.088 -0.500
H 0.267 -8.127 -0.636
H -0.969 -6.031 -0.900
H -2.699 -2.057 -1.836
H -4.029 -2.247 -3.894
H -3.206 -3.622 -5.789
H -1.049 -4.827 -5.579
H 0.261 -4.656 -3.510
H -2.713 -4.664 -0.722
H -4.218 -4.998 1.188
H -3.750 -3.878 3.349
H -1.771 -2.391 3.559
H -0.297 -2.037 1.639
B 2.035 -3.104 4.175
C 2.109 -2.781 2.610
N 2.108 -2.506 1.488
H 1.523 -4.201 4.299
H 3.167 -3.070 4.624
H 1.334 -2.224 4.666
O -7.934 1.122 0.584
C -7.195 1.632 -0.440
O -7.718 2.407 -1.196
C -5.776 1.188 -0.534
C -5.140 0.393 0.421
C -3.805 0.055 0.302
C -3.024 0.493 -0.790
S -1.332 0.098 -0.883
C -3.696 1.262 -1.763
C -5.028 1.609 -1.632
H -7.404 0.479 1.064
H -5.660 0.023 1.302
H -3.333 -0.561 1.058
H -3.131 1.599 -2.624
H -5.516 2.216 -2.384
```

Mulliken atomic charge list, values in e, 99 entries:
1. V 0.6001
2. C -1.0245
3. O -0.1086
4. C -1.0099
5. C -0.0649
6. O -0.2171
7. C -0.8886
8. H 0.3454
9. H 0.3012
10. H 0.2747
11. H 0.4570
12. H 0.5148
13. H -0.5222
14. H 0.6250
15. H 0.4087
16. H 0.2524
17. H 0.1796
18. C -0.9568
19. C -1.0325
20. N 0.2781
21. C -0.0387
22. C -0.4129
23. C 0.3155
24. O -0.8034
25. O -0.7874
26. C 0.6786
27. O 0.6452
28. C 0.8924
29. C -0.2787
30. C 0.0837
31. F -0.3936
32. C -1.4275
33. C -0.8896
34. C 0.2742
35. N 0.2996
36. C -0.4785
37. C -0.6960
38. N -0.1674
39. C -0.9418
40. C -0.6224
41. H 0.3966
42. H 0.3186
43. H 0.2505
44. H 0.4638
45. H 0.4274
46. H 0.5503
47. H 0.4687
48. H 0.5413
49. H 0.4111
50. H 0.2139
51. H 0.3574
52. H 0.3935
53. H 0.3455
54. H 0.3994
55. H 0.3664
56. H 0.4238
57. H 0.5160
58. H 0.4307
59. N 0.1624
60. C 0.1333
61. C -0.8454
62. C -0.6419
63. C -0.8855
64. C -0.2176
65. C 0.0575
66. P 2.3149
67. C 0.4305
68. C -0.4544
69. C -0.8836
70. C -0.6569
71. C -0.6537
72. C -0.6399
73. C 0.5889
74. C -0.3884
75. C -0.9301
76. C -0.6408
77. C -0.8298
78. C -0.4935
79. H 0.2574
80. H 0.0957
81. H 0.4471
82. H 0.3874
83. H 0.4498
84. H 0.3066
85. H 0.5679
86. H 0.4884
87. H 0.3882
88. H 0.4182
89. H 0.3035
90. H 0.3979
91. H 0.4259
92. H 0.4078
93. H 0.4808
94. H 0.1684
95. B 0.4823
96. C 0.0822
97. N -0.6443
98. H -0.1873
99. H -0.1738



Record 2
This record from the Open Molecules 2025 dataset describes a structure of composition C46H52BaGeN10O3SSeSi. The level of theory is ωB97M-V with the def2-TZVPD basis set.

Results
LUMO = -0.8 eV
Relative energy (zero: lowest compared OMol25 entry of this formula, charge and spin) = 16.97 kcal/mol
HOMO = -7.40 eV
Max |F| = 0.62 eV/Å

XYZ file:
```
116
C46H52BaGeN10O3SSeSi | the Open Molecules 2025 dataset | ωB97M-V with the def2-TZVPD basis set
Ba -0.124 -0.381 0.180
O -2.800 1.247 -4.216
C -2.724 -0.072 -4.445
C -3.686 -0.649 -5.279
C -3.646 -1.999 -5.569
C -2.655 -2.810 -5.028
C -1.718 -2.247 -4.181
C -1.734 -0.890 -3.868
C -0.714 -0.383 -2.903
O -0.082 -1.210 -2.197
N -0.578 0.944 -2.877
N 0.367 1.356 -1.961
C 0.705 2.574 -2.010
C 1.731 3.176 -1.100
C 2.269 4.430 -1.650
C 3.538 4.823 -1.464
C 4.450 3.957 -0.767
C 4.072 2.752 -0.297
C 2.711 2.256 -0.445
O 2.377 1.175 0.042
H -1.965 1.485 -3.720
H -4.445 -0.002 -5.700
H -4.393 -2.424 -6.230
H -2.625 -3.869 -5.252
H -0.943 -2.850 -3.723
H 0.271 3.247 -2.754
H 1.573 5.054 -2.202
H 3.887 5.773 -1.842
H 5.474 4.285 -0.632
H 4.770 2.093 0.203
C -1.377 -0.341 3.674
C -1.914 -1.564 2.895
N -0.884 -2.246 2.130
C 0.192 -2.871 2.886
C 1.554 -2.709 2.208
N 1.867 -1.335 1.827
C 2.226 -0.390 2.874
C 1.063 0.075 3.767
N -0.206 0.303 3.076
H -1.146 -0.636 4.703
H -2.191 0.382 3.732
H -2.673 -1.232 2.184
H -2.397 -2.224 3.633
H -1.285 -2.886 1.456
H 0.025 -3.946 3.039
H 0.213 -2.434 3.884
H 1.555 -3.297 1.291
H 2.318 -3.146 2.872
H 2.593 -1.336 1.118
H 2.652 0.475 2.361
H 3.002 -0.788 3.549
H 1.402 0.984 4.280
H 0.897 -0.656 4.559
H -0.393 1.287 2.940
S 2.512 -2.833 -1.291
C 2.475 -4.478 -1.233
N 3.118 -5.192 -2.239
C 3.123 -6.533 -2.328
C 2.474 -7.265 -1.386
C 1.822 -6.520 -0.376
N 1.805 -5.220 -0.295
H 3.583 -4.622 -2.931
H 3.656 -6.962 -3.165
H 2.451 -8.342 -1.413
H 1.278 -7.046 0.406
Ge 0.722 3.833 0.607
C 2.067 4.681 1.725
C 2.604 3.943 2.780
C 3.616 4.461 3.573
C 4.109 5.732 3.319
C 3.589 6.480 2.273
C 2.578 5.957 1.480
C -0.741 4.985 0.090
C -1.716 4.540 -0.805
C -2.769 5.369 -1.159
C -2.875 6.637 -0.606
C -1.936 7.074 0.315
C -0.872 6.251 0.662
H 0.310 2.526 1.283
H 2.229 2.943 2.980
H 4.022 3.874 4.388
H 4.898 6.140 3.938
H 3.974 7.472 2.073
H 2.189 6.546 0.659
H -1.686 3.525 -1.183
H -3.520 5.013 -1.852
H -3.705 7.278 -0.876
H -2.033 8.052 0.769
H -0.154 6.596 1.394
Se -1.457 -5.329 -1.375
N -2.951 -4.971 -2.258
C -3.284 -3.736 -1.945
C -4.395 -3.006 -2.475
C -4.566 -1.739 -2.042
C -3.660 -1.166 -1.081
N -2.647 -1.787 -0.558
C -2.436 -3.073 -0.983
N -1.406 -3.770 -0.552
H -5.044 -3.468 -3.206
H -5.373 -1.125 -2.417
H -3.789 -0.134 -0.763
C -6.193 1.241 0.538
Si -4.950 2.227 1.543
C -5.365 4.047 1.398
C -5.097 1.714 3.343
C -3.276 1.876 0.947
C -2.150 1.549 0.573
H -7.221 1.495 0.808
H -6.060 0.168 0.700
H -6.066 1.439 -0.529
H -6.372 4.257 1.763
H -5.304 4.371 0.357
H -4.658 4.651 1.970
H -6.102 1.892 3.733
H -4.392 2.273 3.962
H -4.875 0.651 3.458
```

Mulliken atomic charge list, values in e, 99 entries:
1. Ba -0.0746
2. O -0.7136
3. C 0.5514
4. C -0.6949
5. C -0.3407
6. C -0.9446
7. C -0.3575
8. C 0.1583
9. C 0.5639
10. O -0.4129
11. N -0.9196
12. N 0.6233
13. C -1.9846
14. C 2.6543
15. C -0.5116
16. C -0.8341
17. C -0.4807
18. C -0.8357
19. C -1.1546
20. O 0.3105
21. H 0.5320
22. H 0.4416
23. H 0.4100
24. H 0.3512
25. H 0.5261
26. H 0.3346
27. H 0.3318
28. H 0.4543
29. H 0.4296
30. H 0.5467
31. C -0.9635
32. C -0.2511
33. N 0.4632
34. C -1.2758
35. C 0.0796
36. N 0.4693
37. C -0.7887
38. C -0.9322
39. N -0.1050
40. H 0.4759
41. H 0.2963
42. H 0.0218
43. H 0.3717
44. H -0.0096
45. H 0.5611
46. H 0.3282
47. H -0.4929
48. H 0.3283
49. H 0.2183
50. H 0.1305
51. H 0.3342
52. H 0.5649
53. H 0.4752
54. H 0.2537
55. S -0.3843
56. C -0.0408
57. N 0.0022
58. C -0.0885
59. C -0.8227
60. C -0.0079
61. N -0.2464
62. H 0.2487
63. H 0.4188
64. H 0.4047
65. H 0.4558
66. Ge 1.8936
67. C -0.0432
68. C -0.2043
69. C -0.5617
70. C -0.5560
71. C -0.8426
72. C -0.0812
73. C 0.5956
74. C 0.0139
75. C -0.8798
76. C -0.5518
77. C -0.7324
78. C -0.2327
79. H -1.0258
80. H 0.2446
81. H 0.4379
82. H 0.3878
83. H 0.4128
84. H 0.5225
85. H 0.1879
86. H 0.4833
87. H 0.3843
88. H 0.4110
89. H 0.4333
90. Se 0.1828
91. N -0.8896
92. C 0.2679
93. C -0.3509
94. C -0.9675
95. C -0.3541
96. N 0.7727
97. C 0.7385
98. N -0.4201
99. H 0.4832